Computed, not measured: a 2-piece molecular cluster, C5H6ClN overall in a non-equilibrium geometry, with ωB97M-V/def2-TZVPD.

Bonds (Å) are listed after each position.
Cartesian coordinates (Å):
1 C -0.713 -1.076 1.001  C5 1.367, N6 1.129
2 C 0.987 1.227 1.084  C3 1.326, H8 1.078, H9 1.069
3 C -0.250 1.260 0.608  C2 1.326, C5 1.383, H10 1.127
4 C 0.560 -1.039 -1.777  H11 1.132, H12 1.044, H13 1.084
5 C -1.031 0.130 0.442  C1 1.367, C3 1.383, Cl7 1.777
6 N -0.649 -2.189 1.178  C1 1.129
7 Cl -2.587 0.279 -0.402  C5 1.777
8 H 1.624 2.083 1.231  C2 1.078
9 H 1.222 0.200 1.268  C2 1.069
10 H -0.820 2.222 0.467  C3 1.127
11 H 0.007 -1.905 -1.303  C4 1.132
12 H 1.548 -0.952 -1.450  C4 1.044
13 H 0.102 -0.239 -2.347  C4 1.084

**LUMO energy (alpha / beta)**: -1.7 / 0.1 eV
**Multiplicity**: 1